No. 1
DFT (wB97M-V/def2-TZVPD) results for C25H44B2F4GeIrN4O4Si3 as an isolated structure.

```
! wB97M-V def2-TZVPD RIJCOSX def2/J DEFGRID3
* xyz 2 2
Ir -0.093 -0.836 -0.043
Ge -0.165 1.716 -0.206
Si -0.470 2.954 2.014
Si -1.223 2.859 -2.108
Si 2.043 3.236 0.329
F 2.089 -2.727 1.623
F -2.197 -2.794 -1.760
F 3.392 -1.110 2.675
F -3.550 -1.203 -2.781
O 2.753 -0.745 0.510
O -1.290 -0.810 -2.670
O -2.921 -0.860 -0.606
O 1.127 -0.789 2.582
N 1.851 -0.874 -0.470
N -2.026 -0.941 0.374
N -0.121 -0.894 -2.032
N -0.048 -0.885 1.942
C -0.388 2.291 -3.679
C -3.024 2.353 -2.073
C 2.338 2.326 -1.260
C 0.167 2.144 3.547
C -0.786 -6.157 0.981
C 2.186 5.065 0.160
C -0.461 4.804 2.196
C -0.100 -2.845 -0.043
C -1.177 -1.058 2.555
C 0.891 -6.154 -0.840
C 0.136 -8.206 0.142
C 3.590 -1.162 -2.169
C 2.964 2.602 1.799
C -2.353 -1.079 1.623
C -0.721 -7.526 1.017
C 1.014 -1.043 -2.642
C -2.160 2.404 1.398
C -0.033 -4.079 -0.010
C 0.023 -5.452 0.047
C 1.143 -1.224 -4.113
C 0.938 -7.523 -0.782
C -1.100 4.715 -1.919
C -1.303 -1.229 4.026
C 2.179 -1.030 -1.713
C -3.759 -1.224 2.086
B -2.514 -1.480 -1.974
B 2.366 -1.410 1.861
H -1.267 5.066 2.889
H 4.259 -0.599 -1.521
H 2.770 1.545 1.999
H -1.439 -5.609 1.643
H 0.446 1.093 3.446
H -4.403 -1.472 1.245
H -2.032 -2.006 4.251
H 0.179 -9.286 0.179
H -2.550 3.050 0.614
H 2.013 5.618 1.080
H 1.596 5.499 -0.649
H 1.024 2.698 3.918
H -1.330 -8.079 1.718
H 1.496 -5.601 -1.541
H 1.998 2.907 -2.116
H -0.552 1.226 -3.851
H -2.325 1.354 1.144
H -3.510 2.865 -2.908
H -1.612 5.224 -2.733
H -3.185 1.287 -2.224
H -4.117 -0.293 2.530
H -0.873 2.820 -4.501
H 3.241 5.205 -0.104
H -0.656 5.335 1.263
H 3.891 -2.210 -2.109
H -3.832 -2.000 2.845
H -1.647 -0.312 4.508
H 0.171 -1.445 -4.547
H -0.062 5.066 -1.946
H 1.831 -2.043 -4.322
H 1.590 -8.073 -1.444
H 0.457 5.175 2.654
H -1.569 5.060 -0.993
H 4.037 2.703 1.611
H 3.427 2.228 -1.310
H 1.540 -0.326 -4.591
H 0.678 2.518 -3.737
H -0.624 2.238 4.297
H 1.936 1.315 -1.328
H -0.339 -1.503 4.450
H 2.766 3.194 2.691
H 3.705 -0.831 -3.198
H -3.554 2.673 -1.177
H -2.782 2.605 2.278
*
```

Output
- HOMO-LUMO gap (spin up / spin down): 7.3158 / 6.2203 eV
- Largest force on an atom: 0.95 eV Å⁻¹
- HOMO level (spin up / spin down): -13.95 / -14.21 eV
- ⟨S²⟩: 0.782
- Energy relative to the best compared isomer or geometry (same formula, charge and spin): 1.1930 eV

=====

No. 2
DFT (wB97M-V/def2-TZVPD) results for C30H35ClN7O3S6Sn as an isolated structure.

```
! wB97M-V def2-TZVPD RIJCOSX def2/J DEFGRID3
* xyz -1 1
Sn 0.945 -0.605 0.834
Cl 1.715 -3.817 0.298
S -2.027 -1.731 -2.100
S 6.411 1.849 0.397
S -0.951 -0.263 2.584
S 2.259 0.649 2.695
S 4.357 -1.502 0.918
S 3.802 0.451 -1.830
O 2.621 3.649 -1.456
O -1.376 -1.619 -0.760
O 1.607 3.456 -3.347
N -1.381 1.571 -0.017
N 0.565 2.920 -1.355
N 1.052 5.832 5.783
N 1.621 3.367 -2.091
N -1.586 2.136 -1.271
N -0.924 3.082 -3.233
N -2.882 4.598 5.773
C -3.653 -5.132 -2.248
C 4.895 -1.876 -0.769
C -0.398 1.213 3.358
C -4.309 -6.052 -1.441
C -1.824 -3.457 -2.648
C 0.733 4.842 5.290
C 1.291 2.800 4.052
C -2.526 -4.460 -1.783
C -4.849 1.851 -2.272
C -4.283 0.103 -0.189
C -0.593 2.719 -1.975
C -1.005 3.201 4.646
C -2.038 3.987 5.283
C -4.864 2.312 -0.957
C 1.168 -2.706 1.655
C -3.847 -6.303 -0.155
C 0.335 3.598 4.665
C -4.586 1.433 0.081
C -2.726 -5.630 0.318
C 4.627 2.067 -1.813
C 0.967 1.603 3.396
C -1.347 2.022 3.996
C 5.773 -0.639 1.677
C 5.210 -0.688 -1.667
C 5.682 0.894 1.765
C -3.819 -1.772 -1.791
C -4.548 0.523 -2.539
C -4.261 -0.365 -1.499
C 4.975 2.618 -0.432
C -2.063 -4.715 -0.491
H 5.781 -1.028 2.697
H -1.787 2.127 0.723
H 4.051 -2.452 -1.155
H 0.219 -3.112 2.004
H -1.176 -4.205 -0.128
H -0.739 -3.585 -2.628
H 5.493 -1.045 -2.660
H -4.354 -7.026 0.474
H 4.644 1.200 1.868
H -4.029 -0.569 0.627
H 2.327 3.114 4.075
H 1.908 -2.805 2.443
H -2.385 1.709 3.986
H 5.228 3.675 -0.530
H -4.017 -4.939 -3.253
H 3.899 2.743 -2.271
H 6.215 1.223 2.659
H 6.692 -0.970 1.184
H -4.536 0.164 -3.565
H -5.180 -6.576 -1.817
H 4.117 2.539 0.235
H -2.356 -5.820 1.320
H -1.753 2.702 -3.652
H -5.073 2.530 -3.087
H 6.034 -0.121 -1.255
H -2.170 -3.473 -3.684
H 5.505 2.027 -2.462
H -4.298 -2.194 -2.679
H 5.763 -2.537 -0.725
H -5.088 3.351 -0.746
H -2.480 2.029 -1.714
H -0.136 3.341 -3.802
H -1.733 0.625 0.012
H -4.590 1.783 1.108
H -3.945 -2.435 -0.935
*
```

Output
- HOMO-LUMO gap: 5.5634 eV
- Largest force on an atom: 1.57 eV Å⁻¹
- HOMO level: -3.95 eV
- Energy relative to the best compared isomer or geometry (same formula, charge and spin): 0.2248 eV

=====

No. 3
DFT (wB97M-V/def2-TZVPD) results for an isolated ion of composition C3H11N3 and charge +2.

```
! wB97M-V def2-TZVPD RIJCOSX def2/J DEFGRID3
* xyz 2 1
N 1.322 0.071 -0.041
N -2.369 -0.481 0.241
N -0.091 0.357 0.149
C -1.064 -0.585 0.146
C 1.680 -1.279 -0.547
C -0.463 1.771 0.243
H 1.003 -1.760 -1.334
H -0.630 -1.593 0.279
H -1.463 1.825 0.692
H -2.841 0.424 0.181
H 2.701 -1.214 -0.900
H 0.244 2.269 1.031
H -2.949 -1.318 -0.113
H 1.534 -2.003 0.278
H 1.859 0.848 -0.539
H -0.262 2.347 -0.660
H 1.788 0.321 0.894
*
```

Output
- HOMO-LUMO gap: 11.6228 eV
- Largest force on an atom: 3.30 eV Å⁻¹
- HOMO level: -20.30 eV
- Structure (SMILES): C[NH2+]/[N+](C)=C/N
- Energy relative to the best compared isomer or geometry (same formula, charge and spin): 1.2493 eV

=====

No. 4
DFT (wB97M-V/def2-TZVPD) results for C43H60CsI4N8O2 as an isolated structure.

```
! wB97M-V def2-TZVPD RIJCOSX def2/J DEFGRID3
* xyz -1 1
Cs -0.844 -0.932 -0.507
I -3.771 -3.895 1.098
I -0.200 -4.086 2.318
I 2.558 -0.849 2.132
I 3.491 -4.819 2.388
O 3.180 -2.892 -4.113
O 2.114 -1.849 -2.473
N 0.774 1.634 -0.042
N -3.163 0.600 0.134
N -1.377 1.747 -2.006
N 2.970 -7.586 -1.310
N 3.615 -2.714 -0.589
N 4.833 -7.524 -2.782
N 4.827 -6.174 -0.891
N -0.951 0.467 1.991
C -0.309 0.355 4.247
C -6.351 0.041 2.095
C -1.609 0.043 4.214
C 2.667 2.633 0.778
C -0.292 5.155 -4.287
C -2.496 -0.200 5.447
C 5.377 -3.467 -2.208
C 2.655 3.006 -0.571
C -3.458 2.773 -4.983
C 1.392 2.479 -1.067
C -2.831 -1.686 5.606
C 0.826 2.774 -2.210
C 0.700 0.357 5.439
C -1.110 2.885 -3.946
C 3.634 5.259 -1.407
C -3.300 -0.029 2.458
C 4.260 -7.079 -1.727
C -6.702 1.295 -1.031
C -5.469 0.812 -0.254
C -2.590 1.800 -2.671
C -4.088 0.926 -0.783
C -0.330 3.770 -4.909
C 3.034 -2.702 -2.921
C 3.782 3.782 -1.260
C -2.437 2.504 -3.945
C -3.785 1.413 -2.058
C -6.520 1.222 3.046
C -2.005 0.138 2.857
C -0.538 2.462 -2.657
C -3.879 0.219 1.211
C 1.211 -1.052 5.740
C -5.325 0.303 0.986
C -3.653 1.470 -5.879
C 6.265 -4.145 -1.195
C 6.158 -5.704 -1.147
C 3.849 -3.425 -1.835
C 1.477 1.799 0.998
C 1.393 1.017 2.308
C -6.794 2.788 -0.908
C 0.056 0.608 2.837
C 4.995 2.175 1.671
C -2.096 -3.149 2.401
C 3.675 2.991 1.850
H 0.231 5.083 -3.340
H -3.413 -1.943 4.757
H -6.256 2.176 2.631
H 4.703 3.593 -0.697
H -3.420 0.321 5.295
H 6.119 -3.716 -0.173
H -7.627 0.780 -0.748
H -1.898 -2.236 5.578
H -3.941 -0.387 3.244
H 4.326 -5.874 -0.098
H -3.208 3.622 -5.572
H -6.139 -0.851 2.661
H -4.633 1.617 -6.450
H -2.490 -3.314 3.394
H 1.941 1.510 3.201
H -6.608 1.053 -2.097
H 1.529 -1.686 4.891
H 0.142 5.906 -4.908
H 4.552 5.713 -1.659
H 5.749 -2.471 -2.318
H 5.551 -3.904 -3.233
H 1.914 -1.173 6.600
H 5.712 2.585 2.353
H 3.910 4.015 1.516
H -7.661 3.247 -1.399
H 3.372 -4.429 -1.766
H 4.835 1.102 1.806
H -5.808 1.247 3.907
H 4.331 -2.018 -0.361
H -2.101 0.186 6.378
H -6.922 3.059 0.118
H 0.276 0.731 6.373
H 7.264 -3.844 -1.548
H -1.898 -2.109 2.120
H 2.796 -8.538 -1.613
H -0.859 3.786 -5.840
H 3.466 -3.294 0.232
H -5.870 3.293 -1.364
H 1.550 0.943 5.037
H 2.849 5.464 -2.165
H 4.257 -8.192 -3.259
H -3.360 -1.957 6.568
H -2.936 1.523 -6.727
H -1.298 5.398 -4.002
H -7.345 -0.145 1.604
H 3.003 -7.571 -0.311
H -4.497 2.873 -4.563
H 5.410 2.466 0.662
H 6.502 -6.026 -2.105
H 3.234 2.976 2.815
H -7.493 1.293 3.533
H 0.224 -1.544 6.014
H 1.340 3.393 -2.943
H 6.908 -6.028 -0.352
H 2.303 -1.823 -1.469
H 3.342 5.660 -0.449
H 0.636 3.327 -5.162
H 4.038 3.289 -2.223
H -4.585 1.491 -2.799
H -3.544 0.610 -5.248
*
```

Output
- HOMO-LUMO gap: 5.1536 eV
- Largest force on an atom: 3.39 eV Å⁻¹
- HOMO level: -4.55 eV
- Energy relative to the best compared isomer or geometry (same formula, charge and spin): 0.0000 eV

=====

No. 5
DFT (wB97M-V/def2-TZVPD) results for one molecule with the formula C8H12.

```
! wB97M-V def2-TZVPD RIJCOSX def2/J DEFGRID3
* xyz 0 3
C -0.219 -2.776 0.306
C 1.914 -0.034 -1.288
C -1.481 0.743 1.287
C 0.722 -0.513 -0.407
C -2.580 0.164 0.907
C 0.522 -1.957 -0.355
C -0.106 0.423 0.380
C 0.351 1.877 0.265
H 0.615 2.298 -0.791
H -3.582 0.381 1.311
H -1.063 1.371 2.067
H 1.329 2.067 0.892
H -0.800 -2.470 1.153
H -0.463 2.569 0.670
H 2.785 -0.106 -0.609
H 1.006 -2.475 -1.285
H -0.375 -3.798 -0.045
H 1.660 0.991 -1.592
H 2.032 -0.704 -2.068
H -2.403 -0.573 0.177
*
```

Output
- HOMO-LUMO gap (spin up / spin down): 6.6035 / 8.6888 eV
- Largest force on an atom: 7.59 eV Å⁻¹
- HOMO level (spin up / spin down): -5.54 / -10.08 eV
- ⟨S²⟩: 2.025
- Energy relative to the best compared isomer or geometry (same formula, charge and spin): 1.4567 eV

=====

No. 6
DFT (wB97M-V/def2-TZVPD) results for a 3-piece molecular cluster, C5H15NO2 overall.

```
! wB97M-V def2-TZVPD RIJCOSX def2/J DEFGRID3
* xyz 0 1
O -0.063 2.662 -1.326
O 2.187 1.857 0.993
N -0.428 -1.648 -1.215
C 0.669 -2.247 0.870
C -0.921 -0.247 0.674
C -0.922 0.249 2.093
C -0.034 -1.377 0.124
C -0.910 -0.637 -2.104
H -1.290 -0.601 2.926
H -0.852 -1.012 -3.168
H 0.625 3.216 -1.689
H 2.776 1.084 1.244
H 1.171 -3.181 0.519
H -2.022 -0.551 0.639
H -1.973 -0.493 -1.967
H -0.472 0.344 -2.007
H -1.412 1.196 2.124
H 0.211 -2.150 -1.797
H 1.627 1.617 0.269
H 0.159 0.216 2.468
H -0.052 2.683 -0.333
H 0.929 -1.979 1.973
H -0.708 0.540 0.030
*
```

Output
- HOMO-LUMO gap: 8.5646 eV
- Largest force on an atom: 5.80 eV Å⁻¹
- HOMO level: -7.99 eV
- Structure (SMILES): C=C(CC)NC.O.O
- Energy relative to the best compared isomer or geometry (same formula, charge and spin): 2.7836 eV